{
  "formula": "C23H22BrN4O8SSeW",
  "method": "ωB97M-V/def2-TZVPD",
  "total_energy_ev": -194594.288,
  "spin_multiplicity": 3,
  "s_squared": 2.01,
  "relative_energy_ev": 1.077,
  "total_charge": 1,
  "orbital_gap_ev": [6.6, 6.6],
  "lumo_energy_ev": [-3.8, -4.0],
  "elements": ["W", "O", "C", "C", "C", "C", "C", "C", "N", "H", "H", "H", "H", "H", "H", "H", "O", "C", "O", "C", "C", "N", "N", "C", "C", "O", "O", "H", "H", "H", "Br", "C", "C", "C", "C", "C", "N", "H", "H", "H", "H", "Se", "C", "C", "C", "C", "C", "C", "H", "H", "H", "H", "H", "C", "S", "O", "O", "O", "H", "H", "H"],
  "xyz": [[-0.954, -0.072, 0.118], [-2.032, 1.720, 1.441], [-1.301, 1.964, 2.645], [0.122, 2.176, 2.230], [1.013, 2.963, 2.928], [2.298, 3.123, 2.432], [2.629, 2.523, 1.230], [1.675, 1.758, 0.586], [0.450, 1.561, 1.086], [-2.705, 2.383, 1.274], [-1.388, 1.078, 3.278], [-1.694, 2.824, 3.186], [0.702, 3.449, 3.843], [3.020, 3.726, 2.966], [3.608, 2.641, 0.789], [1.887, 1.307, -0.370], [0.200, -5.437, -2.087], [1.085, -4.564, -2.543], [1.993, -4.869, -3.265], [0.918, -3.137, -2.129], [1.723, -2.106, -2.583], [1.300, -0.968, -2.031], [0.245, -1.194, -1.230], [-0.002, -2.506, -1.296], [-1.247, -2.910, -0.610], [-1.649, -4.049, -0.585], [-1.883, -1.871, -0.117], [-0.495, -5.034, -1.520], [2.539, -2.136, -3.285], [1.553, 0.001, -2.273], [-3.667, -0.691, 2.003], [-4.119, -0.127, 0.256], [-5.448, -0.200, -0.119], [-5.782, 0.164, -1.411], [-4.785, 0.589, -2.275], [-3.485, 0.639, -1.820], [-3.151, 0.297, -0.563], [-6.188, -0.547, 0.586], [-6.811, 0.106, -1.740], [-5.001, 0.868, -3.295], [-2.674, 0.945, -2.465], [0.069, -1.229, 2.162], [1.986, -1.382, 2.144], [2.807, -1.153, 1.051], [4.182, -1.318, 1.162], [4.744, -1.711, 2.364], [3.922, -1.944, 3.459], [2.550, -1.780, 3.354], [2.387, -0.858, 0.104], [4.812, -1.144, 0.299], [5.814, -1.844, 2.448], [4.348, -2.258, 4.403], [1.918, -1.968, 4.212], [-0.370, 3.683, -2.579], [-0.133, 1.928, -2.590], [-0.906, 1.350, -3.651], [1.301, 1.683, -2.611], [-0.682, 1.495, -1.239], [0.552, 4.155, -2.253], [-1.188, 3.926, -1.907], [-0.614, 3.980, -3.596]]
}